1.
DFT (ωB97M-V with the def2-TZVPD basis set) results for a structure of composition C4H7NO2 in a non-equilibrium geometry.

Geometry as ORCA input:
```
! wB97M-V def2-TZVPD RIJCOSX def2/J DEFGRID3
* xyz 0 1
C 1.77 -0.13 -0.01
C 0.05 -0.94 1.46
O -0.66 0.22 1.55
C -1.53 0.43 0.46
C -0.62 0.23 -0.75
N -0.84 0.69 -1.90
O 0.43 -0.64 -0.37
H 2.36 -0.98 0.35
H 1.75 0.62 0.80
H 2.17 0.28 -0.93
H -0.63 -1.77 1.17
H -1.93 1.45 0.49
H -2.36 -0.29 0.46
H -0.14 0.39 -2.57
*
```

Results
Kohn-Sham gap	8.929	eV

---

2.
DFT (ωB97M-V with the def2-TZVPD basis set) results for the ion C4H7NO2S with charge -2 in a non-equilibrium geometry.

Geometry as ORCA input:
```
! wB97M-V def2-TZVPD RIJCOSX def2/J DEFGRID3
* xyz -2 1
O 1.62 1.09 0.60
C 0.58 0.34 0.46
C -0.18 0.28 -0.86
C 0.50 1.25 -1.79
S 0.51 0.79 -3.56
N 0.28 -0.38 1.60
C -0.91 -1.46 1.67
O -0.71 -2.24 2.63
H 0.06 -0.70 -1.12
H -1.31 0.38 -0.84
H -0.03 2.31 -1.86
H 1.50 1.50 -1.53
H 0.84 -0.28 2.43
H -0.88 -1.92 0.67
H -1.88 -0.95 1.50
*
```

Results
Kohn-Sham gap	5.712	eV

---

3.
DFT (ωB97M-V with the def2-TZVPD basis set) results for the molecule C4H7NO2S in a non-equilibrium geometry.

Geometry as ORCA input:
```
! wB97M-V def2-TZVPD RIJCOSX def2/J DEFGRID3
* xyz 0 1
C 2.44 0.50 -0.18
S 1.14 -0.44 -0.62
C -0.06 -0.19 0.62
C -1.13 -1.24 0.40
O -2.33 -0.75 -0.49
C -2.18 0.66 -0.77
N -1.39 1.48 -0.20
O -0.50 1.12 0.68
H 1.97 1.38 -0.05
H 3.35 0.00 0.43
H 2.87 0.53 -1.26
H 0.58 -0.24 1.50
H -1.48 -1.60 1.56
H -0.45 -2.09 -0.13
H -2.84 0.88 -1.49
*
```

Results
Kohn-Sham gap	9.602	eV

---

4.
DFT (ωB97M-V with the def2-TZVPD basis set) results for the molecule C4H7NO2S in a non-equilibrium geometry.

Geometry as ORCA input:
```
! wB97M-V def2-TZVPD RIJCOSX def2/J DEFGRID3
* xyz 0 1
C -0.76 1.79 -0.03
C -0.52 0.23 -0.05
C -1.83 -0.61 0.04
O -1.60 -1.98 -0.09
N 0.56 -0.39 -0.01
S 2.03 0.57 -0.04
C 3.18 -0.79 -0.03
O 4.37 -0.73 0.00
H -0.68 2.11 1.04
H -0.06 2.23 -0.73
H -1.79 1.96 -0.42
H -2.31 -0.35 1.00
H -2.54 -0.20 -0.69
H -0.64 -2.07 -0.01
H 2.60 -1.79 0.01
*
```

Results
Kohn-Sham gap	10.386	eV

---

5.
DFT (ωB97M-V with the def2-TZVPD basis set) results for the molecule C4H7NO3 in a non-equilibrium geometry.

Geometry as ORCA input:
```
! wB97M-V def2-TZVPD RIJCOSX def2/J DEFGRID3
* xyz 0 1
C 1.40 -0.59 0.07
C 0.05 -1.41 0.00
C -1.14 -0.55 0.31
C -0.99 0.71 -0.45
N 1.07 0.66 0.34
O 2.47 -1.11 -0.23
O -1.49 1.90 -0.10
O 2.04 1.63 0.17
H 0.19 -1.83 -1.03
H 0.15 -2.09 0.80
H -2.10 -1.08 0.11
H -1.24 -0.23 1.35
H -0.91 0.60 -1.44
H -1.69 1.75 0.87
H 2.18 1.64 -0.78
*
```

Results
Kohn-Sham gap	8.886	eV

---

6.
DFT (ωB97M-V with the def2-TZVPD basis set) results for the molecule C4H7NO3 in a non-equilibrium geometry.

Geometry as ORCA input:
```
! wB97M-V def2-TZVPD RIJCOSX def2/J DEFGRID3
* xyz 0 1
C -1.37 3.22 -0.25
O -0.42 2.28 -0.73
N -0.53 1.15 -0.04
C 0.25 0.25 -0.47
C 0.22 -1.02 0.32
O -0.63 -1.36 1.14
O 1.26 -1.79 -0.05
C 1.26 -3.14 0.39
H -1.05 4.13 -0.77
H -1.26 3.36 0.82
H -2.48 2.89 -0.43
H 0.86 0.35 -1.36
H 1.99 -3.60 -0.30
H 0.21 -3.51 0.24
H 1.69 -3.21 1.49
*
```

Results
Kohn-Sham gap	10.485	eV

---

7.
DFT (ωB97M-V with the def2-TZVPD basis set) results for a structure of composition C4H7NO3 in a non-equilibrium geometry.

Geometry as ORCA input:
```
! wB97M-V def2-TZVPD RIJCOSX def2/J DEFGRID3
* xyz 0 1
C -1.71 0.50 0.19
C 0.64 -1.64 0.81
C 0.47 -0.16 0.85
C 0.19 0.31 -1.00
N 0.73 1.52 -1.22
O -1.47 -0.17 1.24
O 1.04 0.68 1.47
O -0.03 -0.53 -1.85
H 1.04 1.77 -2.15
H 1.08 2.06 -0.44
H -2.28 0.08 -0.65
H -1.73 1.59 0.27
H 1.70 -1.86 0.70
H 0.29 -2.04 1.76
H 0.05 -2.11 0.03
*
```

Results
Kohn-Sham gap	8.078	eV

---

8.
DFT (ωB97M-V with the def2-TZVPD basis set) results for the molecule C4H7NO3.

Geometry as ORCA input:
```
! wB97M-V def2-TZVPD RIJCOSX def2/J DEFGRID3
* xyz 0 1
C -1.69 -0.19 -0.22
C -0.43 -0.64 0.53
C 0.22 -1.69 -0.34
O 0.11 -2.86 -0.08
N 0.54 0.41 0.81
C 1.03 1.24 -0.14
O 0.66 1.37 -1.28
O 2.09 1.94 0.37
H -2.28 0.57 0.30
H -2.32 -1.07 -0.39
H -1.37 0.26 -1.16
H -0.69 -1.13 1.45
H 0.77 -1.29 -1.22
H 1.01 0.49 1.68
H 2.34 2.59 -0.32
*
```

Results
Kohn-Sham gap	10.246	eV

---

9.
DFT (ωB97M-V with the def2-TZVPD basis set) results for the molecule C4H7NO3 in a non-equilibrium geometry.

Geometry as ORCA input:
```
! wB97M-V def2-TZVPD RIJCOSX def2/J DEFGRID3
* xyz 0 1
O -2.65 0.01 -0.04
C -1.37 -0.07 -0.07
N -0.74 1.14 -0.09
C 0.85 1.34 0.45
C 1.70 0.65 -0.54
O 1.91 -0.74 -0.03
C 0.72 -1.24 0.41
O -0.71 -1.23 -0.27
H -1.31 1.86 0.32
H 0.68 2.39 0.37
H 1.04 1.07 1.66
H 2.79 0.99 -0.89
H 1.12 0.56 -1.48
H 0.67 -2.40 0.40
H 0.43 -0.78 1.45
*
```

Results
Kohn-Sham gap	10.396	eV

---

10.
DFT (ωB97M-V with the def2-TZVPD basis set) results for the molecule C4H7NO3.

Geometry as ORCA input:
```
! wB97M-V def2-TZVPD RIJCOSX def2/J DEFGRID3
* xyz 0 1
N -0.18 1.13 -1.28
C -0.71 0.29 -0.23
C -2.06 -0.27 -0.61
O -2.58 -1.21 -0.08
C 0.20 -0.87 0.28
C 1.52 -0.29 0.70
O 2.47 -0.15 -0.03
O 1.51 0.10 1.98
H 0.37 1.91 -0.90
H 0.48 0.64 -1.86
H -0.90 0.90 0.66
H -2.55 0.24 -1.46
H -0.30 -1.30 1.14
H 0.35 -1.60 -0.51
H 2.38 0.48 2.18
*
```

Results
Kohn-Sham gap	10.274	eV

---

Computed HOMO, in the same sequence as the records: -8.079, 0.391, -8.855, -9.750, -8.900, -9.940, -8.613, -9.618, -9.835, -9.802 eV.